Formula: C4H14NO2
Source: the OMol25 dataset
Level of theory: ωB97M-V/def2-TZVPD

Calculated values
⟨S²⟩: 0.753
Total charge: 0
Spin multiplicity: 2
Strongest force on any atom in eV Å⁻¹: 5.26
Kohn-Sham gap (alpha / beta) in eV: 3.09 / 7.66
HOMO level (alpha / beta) in eV: -2.92 / -7.53

XYZ file:
```
21
Properties=species:S:1:pos:R:3:forces:R:3:lowdin_spin:R:1
O -2.21275 -0.48642 -1.86862 -1.86 0.13 -0.88 0.010
O -2.92918 0.05915 0.65489 -1.19 -1.06 -3.93 0.006
N 0.35200 -0.50664 -1.90719 3.14 -1.86 -1.11 0.089
C 1.36959 0.24310 0.09043 0.33 2.71 4.06 0.336
C 1.40125 -0.70388 -0.84029 -1.23 -2.62 -2.24 0.293
C 2.05393 0.26406 1.47756 0.92 -0.85 -1.68 0.054
C 1.55341 1.13725 2.61942 -0.87 -1.79 -0.16 0.011
H 0.89727 1.18550 -0.10018 -0.62 0.55 -0.53 0.057
H -0.57752 -0.34506 -1.63496 -1.35 0.62 0.97 0.006
H -3.01335 0.24540 1.52148 0.85 1.26 5.04 0.001
H -2.51105 -0.36602 -0.94566 0.12 0.08 -0.40 0.000
H -3.87250 -0.12566 0.52875 0.04 -0.17 -0.79 0.001
H 0.58835 0.74602 2.97115 -0.07 0.52 -0.22 0.002
H 1.55538 2.17786 2.48437 -0.50 1.47 -0.90 0.001
H 0.62797 0.34212 -2.48929 -0.36 -0.70 -0.18 0.069
H 2.18522 1.05234 3.46569 0.96 -0.54 0.89 0.001
H 3.11121 0.46006 1.29738 0.40 0.52 0.15 0.018
H -2.96581 -0.26181 -2.47427 1.11 -0.27 1.04 0.001
H 2.13578 -0.77473 1.79499 -0.41 -0.26 0.41 0.006
H 2.01429 -1.58189 -1.02059 -0.07 0.36 0.17 0.031
H 0.22706 -1.43270 -2.42136 0.67 1.91 0.30 0.006
```
Forces are in eV/Å.